Density functional theory data (wB97M-V/def2-TZVPD) for a molecular structure, C33H58AuN5O5P3S2 in a non-equilibrium geometry.

Calculated values
HOMO energy (alpha / beta): -9.08 / -9.08 eV
Max |F|: 1.2 eV Å⁻¹
Charge: +1
E_LUMO (alpha / beta): -4.220 / -4.225 eV
Energy relative to the best compared isomer or geometry (same formula, charge and spin): 0.850 eV
Frontier orbital gap (alpha / beta): 4.86 / 4.85 eV

CARTESIAN COORDINATES (ANGSTROEM)
Au (-0.397, -0.097, -0.403)
C (-3.252, -3.494, 3.725)
N (-2.217, -3.322, 2.717)
C (-1.100, -4.242, 2.861)
P (-2.031, -1.874, 1.976)
O (-0.897, -1.931, 1.014)
O (-1.739, -0.772, 3.127)
P (-0.927, 0.625, 2.990)
O (-0.828, 1.055, 1.569)
N (0.449, 0.278, 3.820)
C (1.369, 1.396, 4.027)
C (1.148, -0.979, 3.574)
N (-1.715, 1.742, 3.879)
C (-2.001, 1.515, 5.286)
C (-2.485, 2.816, 3.268)
N (-3.509, -1.442, 1.432)
C (-4.026, -2.206, 0.301)
C (-4.044, -0.090, 1.519)
H (-3.687, -4.492, 3.635)
H (-4.041, -2.760, 3.582)
H (-2.837, -3.384, 4.733)
H (-1.449, -5.264, 2.697)
H (-0.671, -4.184, 3.867)
H (-0.335, -4.012, 2.127)
H (0.813, 2.296, 4.282)
H (1.981, 1.585, 3.138)
H (2.032, 1.148, 4.856)
H (0.449, -1.812, 3.602)
H (1.880, -1.119, 4.370)
H (1.668, -0.976, 2.613)
H (-1.397, 0.692, 5.663)
H (-3.059, 1.277, 5.433)
H (-1.765, 2.413, 5.862)
H (-2.256, 2.879, 2.209)
H (-2.228, 3.764, 3.746)
H (-3.558, 2.646, 3.396)
H (-3.576, -3.198, 0.288)
H (-3.810, -1.701, -0.648)
H (-5.106, -2.317, 0.415)
H (-3.796, 0.355, 2.481)
H (-5.131, -0.151, 1.446)
H (-3.675, 0.549, 0.711)
C (5.890, 0.772, 3.438)
C (5.505, -0.498, 3.029)
C (4.496, -0.655, 2.095)
C (3.859, 0.460, 1.555)
C (4.247, 1.731, 1.974)
C (5.259, 1.887, 2.908)
C (2.767, 0.331, 0.568)
C (2.444, -0.772, -0.054)
C (2.638, -2.059, -0.546)
C (1.895, -3.157, -0.053)
C (2.088, -4.418, -0.578)
C (3.001, -4.621, -1.608)
C (3.729, -3.548, -2.113)
C (3.558, -2.281, -1.598)
H (6.678, 0.891, 4.169)
H (5.995, -1.370, 3.442)
H (4.197, -1.647, 1.782)
H (3.750, 2.602, 1.564)
H (5.555, 2.879, 3.221)
H (2.197, 1.237, 0.388)
H (1.162, -2.982, 0.717)
H (1.519, -5.252, -0.190)
H (3.142, -5.610, -2.020)
H (4.442, -3.710, -2.910)
H (4.129, -1.446, -1.980)
C (2.793, 3.325, -3.050)
C (1.641, 3.933, -2.240)
C (0.637, 4.639, -3.157)
C (2.180, 4.895, -1.174)
C (0.944, 2.837, -1.558)
N (0.399, 1.981, -1.025)
H (3.341, 4.131, -3.536)
H (2.421, 2.648, -3.818)
H (3.482, 2.778, -2.407)
H (1.156, 5.425, -3.705)
H (-0.170, 5.091, -2.583)
H (0.205, 3.944, -3.875)
H (2.682, 5.724, -1.672)
H (2.900, 4.399, -0.525)
H (1.374, 5.298, -0.562)
C (-1.551, -4.013, -4.035)
C (-2.910, -3.349, -3.945)
C (-3.514, -3.030, -5.296)
O (-2.894, -2.161, -3.098)
P (-1.881, -0.956, -3.074)
S (-2.630, 0.460, -1.942)
S (-0.086, -1.512, -2.266)
O (-1.713, -0.660, -4.621)
C (-0.756, 0.182, -5.324)
C (-0.448, 1.460, -4.576)
C (0.480, -0.624, -5.672)
H (-1.660, -4.969, -4.549)
H (-1.128, -4.192, -3.048)
H (-0.850, -3.404, -4.610)
H (-3.596, -4.001, -3.395)
H (-2.841, -2.429, -5.902)
H (-4.454, -2.494, -5.180)
H (-3.714, -3.964, -5.822)
H (-1.299, 0.419, -6.243)
H (0.087, 1.247, -3.649)
H (-1.359, 2.005, -4.334)
H (0.183, 2.088, -5.208)
H (1.085, -0.830, -4.792)
H (1.082, -0.057, -6.383)
H (0.204, -1.567, -6.141)

Cartesian forces, eV/Å:
Au 0.62 -0.32 -0.96
C -0.11 -0.08 0.03
N -0.06 0.23 0.09
C -0.02 -0.07 -0.03
P 0.21 -0.10 -0.38
O -0.26 -0.65 0.80
O 0.02 0.16 0.16
P -0.19 -0.10 -0.09
O 0.06 0.11 0.30
N -0.10 0.06 -0.04
C 0.01 0.08 -0.02
C -0.04 -0.15 0.06
N 0.07 -0.16 -0.08
C 0.01 -0.04 0.10
C -0.02 0.05 -0.02
N 0.20 0.08 0.21
C -0.07 -0.10 -0.23
C -0.01 0.11 0.02
H 0.01 0.02 0.03
H -0.01 -0.01 0.01
H -0.03 0.00 0.00
H 0.02 0.01 0.02
H 0.03 -0.01 -0.01
H 0.02 0.00 -0.03
H 0.01 0.02 -0.01
H -0.10 0.02 0.15
H 0.03 0.03 0.01
H 0.03 0.01 -0.02
H 0.02 -0.02 0.00
H -0.03 -0.06 0.02
H -0.02 0.01 0.02
H 0.03 -0.01 0.01
H -0.01 -0.01 0.01
H 0.00 0.01 -0.04
H -0.02 -0.01 -0.01
H 0.03 0.01 -0.02
H -0.01 -0.01 -0.04
H -0.05 -0.12 0.15
H -0.02 -0.03 -0.02
H -0.02 0.00 -0.02
H 0.00 0.01 0.01
H -0.03 -0.02 0.06
C -0.01 -0.01 0.00
C 0.03 -0.03 0.04
C 0.00 0.02 -0.04
C 0.36 -0.10 -0.07
C 0.00 -0.02 -0.11
C 0.00 0.00 0.00
C -0.10 -0.11 -0.15
C -0.80 0.51 0.18
C -0.11 -0.40 -0.15
C 0.10 0.07 -0.07
C -0.02 -0.05 0.09
C -0.01 0.16 0.07
C 0.16 -0.04 -0.05
C -0.13 0.13 0.04
H 0.02 0.00 0.01
H 0.00 -0.01 0.01
H 0.00 -0.04 0.02
H -0.02 0.03 -0.02
H 0.00 0.02 0.00
H -0.20 -0.08 0.02
H -0.17 0.08 0.05
H -0.01 0.02 0.00
H 0.00 -0.01 -0.01
H -0.01 0.01 -0.01
H -0.01 0.03 -0.04
C -0.01 0.07 -0.03
C 0.03 0.00 -0.04
C 0.06 0.06 -0.03
C 0.00 0.02 -0.07
C -0.09 -0.03 0.04
N 0.34 0.86 0.08
H 0.04 0.01 -0.03
H -0.02 -0.02 0.00
H 0.02 -0.01 0.02
H 0.00 0.04 -0.02
H -0.03 0.01 0.03
H 0.01 0.03 0.01
H 0.03 0.04 0.00
H 0.03 -0.03 0.03
H -0.03 0.00 0.01
C 0.01 0.02 -0.03
C -0.10 -0.08 0.07
C -0.01 -0.07 0.00
O -0.14 -0.05 -0.06
P 0.41 -0.13 0.27
S -0.09 0.21 -0.03
S 0.31 -0.12 -0.12
O -0.09 -0.01 0.02
C -0.11 -0.02 -0.11
C 0.03 -0.06 0.00
C 0.00 0.06 -0.04
H -0.02 -0.01 -0.01
H -0.01 -0.01 0.02
H 0.00 0.03 0.01
H 0.11 0.05 -0.06
H 0.03 0.03 -0.01
H -0.03 0.02 0.01
H -0.01 -0.02 -0.02
H 0.08 0.01 0.09
H -0.01 -0.01 0.00
H -0.02 0.02 0.01
H 0.01 -0.01 -0.05
H -0.01 -0.01 0.07
H 0.03 0.01 -0.03
H -0.02 -0.03 -0.02